A.
Computed, not measured: a molecular structure, C4H4O2, with wB97M-V/def2-TZVPD.

The spin multiplicity is 1. The orbital gap (alpha / beta) comes out at 0.3400 / 0.3400 Eh. The HOMO energy (alpha / beta) is -10.02 / -10.02 eV. The value obtained for the LUMO energy (alpha / beta) is -0.8 / -0.8 eV. Its molecular weight is 84.1 g/mol.

```
10
Properties=species:S:1:pos:R:3:nbo_charge:R:1
O 2.506 0.545 1.188 -0.54
C 1.310 0.412 1.177 0.42
O 0.581 -1.070 0.635 -0.59
C 0.240 -0.365 -0.437 0.16
C -1.134 -0.310 -0.840 -0.11
C -2.309 -0.259 -1.165 -0.11
H 0.551 0.542 1.960 0.21
H 0.608 0.951 0.173 0.10
H 0.986 -0.210 -1.235 0.21
H -3.339 -0.237 -1.455 0.25
```

B.
Computed, not measured: a single C4H4O2 molecule, with wB97M-V/def2-TZVPD.

The spin multiplicity is 1. The orbital gap (alpha / beta) comes out at 0.3110 / 0.3097 Eh. The HOMO energy (alpha / beta) is -9.91 / -9.95 eV. The value obtained for the LUMO energy (alpha / beta) is -1.4 / -1.5 eV. Its molecular weight is 84.1 g/mol.

```
10
Properties=species:S:1:pos:R:3:nbo_charge:R:1
O 0.748 -1.525 1.704 -0.49
C 0.381 -0.809 0.804 0.51
C 0.693 0.597 0.341 -0.53
C -0.597 0.633 -0.556 0.10
O -0.360 0.242 -1.788 -0.47
C -0.702 -0.855 -0.210 -0.04
H 1.624 0.635 -0.234 0.25
H 0.592 1.362 1.098 0.24
H -1.360 1.381 -0.319 0.18
H -1.018 -1.660 -0.841 0.23
```

C.
Computed, not measured: a single C4H4O2 molecule, with wB97M-V/def2-TZVPD.

The spin multiplicity is 1. The orbital gap comes out at 0.3691 Eh. The HOMO energy is -9.43 eV. As for the SMILES: COc1cc1=O. The value obtained for the LUMO energy is 0.6 eV. Its molecular weight is 84.1 g/mol.

```
10
Properties=species:S:1:pos:R:3:nbo_charge:R:1
C -1.633 -0.528 0.167 -0.24
O -0.276 -0.781 0.690 -0.46
C 0.734 -0.112 0.312 0.30
C 1.026 0.938 -0.524 -0.34
C 2.103 0.195 0.063 0.51
O 3.283 0.056 0.264 -0.58
H -1.879 -1.415 -0.449 0.21
H -1.518 0.504 -0.396 0.19
H -2.294 -0.472 0.978 0.20
H 0.453 1.615 -1.105 0.22
```

D.
Computed, not measured: a single C4H4O2 molecule, with wB97M-V/def2-TZVPD.

The spin multiplicity is 1. The orbital gap comes out at 0.4181 Eh. The HOMO energy is -10.58 eV. As for the SMILES: C#CC(=O)OC. The value obtained for the LUMO energy is 0.8 eV. Its molecular weight is 84.1 g/mol.

```
10
Properties=species:S:1:pos:R:3:nbo_charge:R:1
C 2.917 0.017 -0.259 -0.12
C 1.725 0.165 -0.179 -0.14
C 0.355 -0.145 0.197 0.72
O 0.116 -0.980 1.035 -0.55
O -0.569 0.544 -0.469 -0.48
C -1.894 0.200 -0.065 -0.27
H 3.962 -0.160 -0.350 0.24
H -2.544 0.911 -0.570 0.20
H -2.105 -0.831 -0.362 0.20
H -1.963 0.278 1.023 0.20
```

The structure with the least stability is A.

A.
Computed, not measured: a molecular structure, C4H4O2, with wB97M-V/def2-TZVPD.

The spin multiplicity is 1. The orbital gap (alpha / beta) comes out at 0.3039 / 0.3038 Eh. The HOMO energy (alpha / beta) is -7.87 / -7.87 eV. The value obtained for the LUMO energy (alpha / beta) is 0.4 / 0.4 eV. Its molecular weight is 84.1 g/mol.

```
10
Properties=species:S:1:pos:R:3:nbo_charge:R:1
C -0.150 -1.020 -0.068 -0.45
C 1.241 -0.894 -0.109 0.22
C 0.667 1.268 -0.182 -0.15
C -0.843 0.133 0.093 0.35
O 1.670 0.327 -0.132 -0.39
O -2.152 0.422 -0.065 -0.68
H -0.658 -1.972 0.016 0.23
H 1.939 -1.618 -0.126 0.19
H 0.705 1.967 0.726 0.18
H -2.418 1.389 -0.153 0.52
```

B.
Computed, not measured: a single C4H4O2 molecule, with wB97M-V/def2-TZVPD.

The spin multiplicity is 1. The orbital gap comes out at 0.3751 Eh. The HOMO energy is -9.92 eV. As for the SMILES: O=CC1=C[C@@H]1O. The value obtained for the LUMO energy is 0.3 eV. Its molecular weight is 84.1 g/mol.

```
10
Properties=species:S:1:pos:R:3:nbo_charge:R:1
O -0.206 -0.055 -1.974 -0.54
C -0.841 -0.604 -1.095 0.40
C -0.375 -0.491 0.279 -0.17
C -0.588 0.584 1.013 -0.14
C 0.823 0.121 0.920 0.11
O 1.772 0.777 0.156 -0.70
H -1.823 -1.069 -1.284 0.14
H -1.273 1.420 1.011 0.22
H 1.276 -0.346 1.788 0.19
H 1.478 0.732 -0.768 0.50
```

The structure with the least stability is A.

A.
Computed, not measured: a single C2H2O2S2 molecule, with wB97M-V/def2-TZVPD.

The spin multiplicity is 1. The orbital gap (alpha / beta) comes out at 0.2721 / 0.2721 Eh. The HOMO energy (alpha / beta) is -9.17 / -9.17 eV. The value obtained for the LUMO energy (alpha / beta) is -1.8 / -1.8 eV. Its molecular weight is 122.2 g/mol.

```
8
Properties=species:S:1:pos:R:3:nbo_charge:R:1
C -0.890 -0.066 -0.076 -0.49
C 0.634 -0.724 -0.308 -0.54
O -2.452 1.832 0.911 -0.87
O 3.068 -0.492 -0.329 -0.89
S -1.012 1.452 0.656 1.10
S 1.861 0.291 -0.038 1.20
H -1.762 -0.510 -0.363 0.23
H 0.553 -1.784 -0.452 0.26
```

B.
Computed, not measured: 2 unconnected molecules or ions with the total composition C2H2O2S2, with wB97M-V/def2-TZVPD.

The spin multiplicity is 1. The orbital gap comes out at 0.3051 Eh. The HOMO energy is -8.96 eV. The value obtained for the LUMO energy is -0.7 eV. Its molecular weight is 122.2 g/mol.

```
8
Properties=species:S:1:pos:R:3:nbo_charge:R:1
C 0.986 0.051 0.538 -0.57
C -1.045 -0.726 -0.063 0.21
O 2.817 1.630 0.096 -0.91
O -1.542 0.261 -0.754 -0.68
S -1.478 -2.199 0.237 0.04
S 1.747 0.939 -0.606 1.16
H 1.090 -0.185 1.615 0.24
H -2.577 0.229 -1.062 0.51
```

The structure with the least stability is B.

A.
Computed, not measured: a molecular structure, C2H2O2S2, with wB97M-V/def2-TZVPD.

The spin multiplicity is 1. The orbital gap comes out at 0.2909 Eh. The HOMO energy is -9.69 eV. The value obtained for the LUMO energy is -1.8 eV. Its molecular weight is 122.2 g/mol.

```
8
Properties=species:S:1:pos:R:3:nbo_charge:R:1
C -0.337 -0.148 0.658 0.39
C 0.637 0.208 -0.396 0.04
H -2.120 0.212 -1.259 0.21
H 0.683 0.525 -2.157 0.51
O -0.217 0.039 1.908 -0.46
O -0.139 0.314 -1.549 -0.66
S -1.995 -0.935 -0.007 -0.13
S 2.150 0.690 -0.057 0.11
```

B.
Computed, not measured: a single C2H2O2S2 molecule, with wB97M-V/def2-TZVPD.

The spin multiplicity is 1. The orbital gap comes out at 0.3553 Eh. The HOMO energy is -10.05 eV. As for the SMILES: C#CS[SH](=O)=O. The value obtained for the LUMO energy is -0.4 eV. Its molecular weight is 122.2 g/mol.

```
8
Properties=species:S:1:pos:R:3:nbo_charge:R:1
C -2.021 0.627 0.370 -0.14
C -0.830 0.819 0.287 -0.29
S 0.690 1.431 -0.142 0.19
S 1.243 -0.538 -0.212 1.81
O 2.685 -0.699 -0.062 -0.90
O 0.393 -1.221 0.739 -0.91
H -3.013 0.690 0.338 0.22
H 0.853 -1.108 -1.318 0.02
```

The structure with the least stability is B.

A.
Computed, not measured: 8 unconnected molecules or ions with the total composition C21H58O8, with wB97M-V/def2-TZVPD.

The spin multiplicity is 1. The orbital gap comes out at 0.3583 Eh. The HOMO energy is -9.44 eV. As for the SMILES: CC(C)O.CC(C)O.CC(C)O.CC(C)O.CC(C)O.CCO.CCO.CCO. The value obtained for the LUMO energy is 0.3 eV. Its molecular weight is 438.7 g/mol.

```
87
Properties=species:S:1:pos:R:3:lowdin_charge:R:1
C -2.838 -2.579 -2.759 -0.04
C -2.251 -1.139 -2.642 -0.52
C -1.066 -1.019 -1.732 -0.06
O -1.810 -0.724 -3.870 -0.03
H -3.226 -2.976 -1.821 0.07
H -2.183 -3.356 -3.152 0.08
H -3.729 -2.495 -3.380 0.07
H -3.079 -0.533 -2.274 0.12
H -0.224 -1.598 -2.111 0.09
H -1.254 -1.377 -0.719 0.06
H -0.751 0.007 -1.543 0.05
H -2.573 -0.456 -4.387 0.10
C 0.568 2.523 -3.625 -0.05
C 0.766 3.797 -2.786 -0.48
C 1.992 3.798 -1.857 -0.04
O 0.845 4.952 -3.607 -0.05
H 0.301 1.649 -3.032 0.07
H 1.534 2.356 -4.101 0.08
H -0.004 2.644 -4.545 0.08
H -0.174 3.899 -2.244 0.10
H 1.900 4.523 -1.047 0.08
H 2.943 4.005 -2.347 0.08
H 2.215 2.811 -1.453 0.06
H 0.224 4.846 -4.332 0.08
C 3.208 -2.736 -0.732 -0.07
C 4.694 -2.455 -1.047 -0.46
C 5.144 -3.342 -2.189 -0.06
O 4.727 -1.073 -1.419 -0.07
H 2.474 -2.475 -1.494 0.08
H 2.901 -2.291 0.214 0.05
H 3.086 -3.788 -0.476 0.07
H 5.235 -2.553 -0.106 0.14
H 6.227 -3.330 -2.310 0.08
H 4.628 -3.168 -3.134 0.09
H 4.886 -4.362 -1.904 0.07
H 4.164 -0.927 -2.182 0.08
C 0.701 -2.224 3.326 -0.06
C 0.899 -3.577 2.649 -0.51
C 2.334 -3.969 2.807 -0.07
O 0.115 -4.439 3.402 -0.04
H 0.854 -2.230 4.405 0.09
H -0.347 -1.975 3.157 0.08
H 1.322 -1.454 2.868 0.06
H 0.591 -3.554 1.603 0.14
H 3.089 -3.264 2.462 0.07
H 2.529 -4.850 2.196 0.08
H 2.566 -4.191 3.849 0.09
H 0.510 -4.452 4.276 0.09
C -2.792 2.515 -2.314 -0.05
C -4.232 2.833 -1.920 -0.45
C -5.212 1.622 -1.934 -0.04
O -4.184 3.349 -0.615 -0.06
H -2.175 3.356 -2.632 0.06
H -2.889 1.927 -3.227 0.07
H -2.173 2.082 -1.529 0.06
H -4.558 3.687 -2.514 0.14
H -6.259 1.900 -1.808 0.07
H -5.022 0.901 -1.139 0.06
H -5.191 1.117 -2.899 0.06
H -3.674 2.748 -0.067 0.04
C 1.163 0.254 0.450 -0.09
C 0.677 1.698 0.669 -0.30
O -0.004 1.677 1.881 -0.08
H 1.965 -0.053 1.122 0.05
H 1.626 0.087 -0.523 0.07
H 0.322 -0.423 0.600 0.06
H 0.095 1.877 -0.235 0.10
H 1.553 2.347 0.664 0.10
H 0.635 1.492 2.573 0.03
C 0.643 1.275 5.057 -0.08
C 2.108 0.997 4.756 -0.30
O 2.311 1.297 3.402 -0.09
H 0.332 2.268 4.732 0.09
H 0.517 1.330 6.138 0.08
H -0.096 0.553 4.709 0.07
H 2.335 -0.050 4.959 0.10
H 2.792 1.594 5.359 0.12
H 3.200 0.977 3.232 0.10
C -3.391 -0.031 2.899 -0.06
C -3.262 0.033 1.355 -0.31
O -2.849 1.265 0.884 -0.08
H -2.451 0.247 3.376 0.05
H -3.719 -0.922 3.435 0.07
H -4.097 0.761 3.147 0.07
H -4.231 -0.214 0.922 0.11
H -2.517 -0.667 0.977 0.09
H -1.956 1.419 1.200 0.06
```

B.
Computed, not measured: 8 unconnected molecules or ions with the total composition C21H58O8, with wB97M-V/def2-TZVPD.

The spin multiplicity is 1. The orbital gap comes out at 0.3675 Eh. The HOMO energy is -9.88 eV. As for the SMILES: CC(C)O.CC(C)O.CC(C)O.CC(C)O.CC(C)O.CC(C)O.CC(C)O.O. The value obtained for the LUMO energy is 0.1 eV. Its molecular weight is 438.7 g/mol.

```
87
Properties=species:S:1:pos:R:3:lowdin_charge:R:1
C 2.489 -2.807 0.860 -0.06
C 2.481 -2.342 2.306 -0.47
C 3.109 -0.968 2.527 -0.04
O 1.110 -2.268 2.779 -0.08
H 2.109 -3.831 0.785 0.08
H 3.514 -2.902 0.492 0.08
H 1.905 -2.148 0.221 0.06
H 2.898 -3.131 2.943 0.13
H 3.221 -0.772 3.596 0.07
H 2.395 -0.236 2.154 0.07
H 4.123 -0.963 2.134 0.08
H 0.672 -3.067 2.469 0.07
C -1.888 1.103 0.756 -0.03
C -1.260 0.697 -0.582 -0.47
C -0.241 -0.415 -0.435 -0.05
O -2.298 0.315 -1.480 -0.07
H -1.104 1.472 1.412 0.05
H -2.272 0.199 1.245 0.07
H -2.751 1.746 0.603 0.09
H -0.756 1.587 -0.962 0.12
H 0.022 -0.845 -1.403 0.07
H -0.491 -1.201 0.284 0.08
H 0.703 -0.046 -0.013 0.07
H -2.881 -0.319 -1.035 0.05
C -0.368 1.252 -6.071 -0.06
C -1.321 0.871 -4.962 -0.47
C -1.917 -0.516 -5.137 -0.05
O -0.535 0.970 -3.757 -0.08
H 0.150 2.186 -5.852 0.08
H -0.878 1.461 -7.018 0.08
H 0.339 0.453 -6.291 0.06
H -2.107 1.621 -4.860 0.14
H -2.335 -0.656 -6.138 0.08
H -2.790 -0.648 -4.488 0.07
H -1.250 -1.349 -4.924 0.06
H -1.105 0.642 -3.042 0.04
C 1.725 -1.826 -3.933 -0.06
C 2.272 -2.712 -5.064 -0.47
C 1.897 -2.149 -6.421 -0.06
O 3.692 -2.778 -4.906 -0.06
H 0.664 -1.609 -4.107 0.05
H 2.210 -0.851 -3.862 0.08
H 1.706 -2.276 -2.939 0.07
H 1.928 -3.726 -4.863 0.14
H 0.810 -2.031 -6.448 0.07
H 2.187 -2.790 -7.250 0.08
H 2.308 -1.143 -6.512 0.08
H 4.107 -1.915 -4.969 0.08
C 0.016 1.442 3.881 -0.06
C 0.562 2.298 5.028 -0.44
C 0.084 1.758 6.375 -0.08
O 1.984 2.050 5.002 -0.06
H 0.332 0.410 4.016 0.08
H 0.444 1.835 2.957 0.06
H -1.073 1.479 3.797 0.06
H 0.217 3.328 4.953 0.14
H 0.472 2.322 7.228 0.08
H 0.355 0.715 6.562 0.08
H -1.002 1.787 6.529 0.07
H 2.224 1.407 5.667 0.07
C 2.152 3.175 -0.138 -0.05
C 3.271 2.769 -1.074 -0.48
C 3.530 1.287 -1.411 -0.04
O 3.195 3.456 -2.331 -0.06
H 1.163 2.983 -0.558 0.07
H 2.246 4.231 0.113 0.08
H 2.268 2.656 0.818 0.07
H 4.207 3.136 -0.641 0.13
H 4.514 1.167 -1.856 0.08
H 2.776 0.975 -2.141 0.06
H 3.455 0.581 -0.578 0.06
H 2.438 3.098 -2.814 0.08
C -4.537 -0.746 3.218 -0.06
C -4.771 -0.563 4.715 -0.51
C -3.876 0.491 5.342 -0.06
O -6.159 -0.324 4.931 -0.05
H -4.646 0.214 2.712 0.08
H -5.260 -1.471 2.845 0.08
H -3.551 -1.170 3.033 0.07
H -4.550 -1.540 5.172 0.13
H -3.763 0.434 6.424 0.08
H -4.332 1.460 5.108 0.09
H -2.887 0.520 4.884 0.06
H -6.270 -0.068 5.853 0.09
O -3.784 -1.961 -0.308 -0.04
H -3.093 -2.628 -0.399 0.06
H -4.551 -2.334 -0.759 0.06
```

The structure with the least stability is A.